# 1
11
Properties=species:S:1:pos:R:3:nbo_charge:R:1 method="wB97M-V/def2-TZVPD" e_homo_ev=-9.88 e_lumo_ev=0.96 relative_energy_kj_mol=390.3 multiplicity=1 gap_ha=0.3985
H 0.227 1.882 -0.227 0.1651
H -2.121 1.043 -0.139 0.1774
N 1.852 0.485 -0.310 -0.3796
C -1.756 0.030 0.079 -0.4315
C 1.935 -0.918 -0.090 0.2125
H -2.262 -0.695 -0.566 0.2076
C 0.469 0.813 -0.186 0.2367
H 1.651 -1.845 -0.563 0.2304
N -0.343 -0.147 -0.077 -0.4460
H -1.994 -0.233 1.116 0.2131
N 2.323 -0.386 0.962 -0.1857

---

# 2
18
Properties=species:S:1:pos:R:3:nbo_charge:R:1 method="wB97M-V/def2-TZVPD" e_homo_ev=-9.90 e_lumo_ev=0.06 relative_energy_kj_mol=307.8 multiplicity=1 gap_ha=0.3661
C -0.299 0.101 -1.136 0.5913
H 0.917 0.230 1.802 0.2611
H 0.685 -1.299 2.672 0.2262
H -1.105 -1.712 -0.735 0.2355
H 2.092 2.208 -2.507 0.1987
O -0.460 0.466 0.015 -0.5585
H -1.694 -1.433 -2.396 0.2503
H 0.182 -1.931 -1.863 0.2366
H 0.612 0.273 -3.097 0.2063
C 1.356 1.871 -1.814 -0.2795
H 1.226 2.323 -0.906 0.2065
B -1.189 -0.118 2.516 0.4914
H 0.938 0.291 3.472 0.2131
C 0.389 -0.309 2.640 -1.0118
C -0.769 -1.345 -1.685 -0.7578
H -1.812 -1.000 1.884 -0.0935
H -1.630 0.556 3.338 -0.1015
C 0.562 0.828 -2.201 -0.3143

---

# 3
47
Properties=species:S:1:pos:R:3:nbo_charge:R:1 method="wB97M-V/def2-TZVPD" e_homo_ev=-12.70 e_lumo_ev=-4.57 total_charge=+1 multiplicity=1 gap_ha=0.2988
H 4.006 4.782 -2.789 0.1933
O 3.264 3.795 -1.181 -0.4937
H -2.701 -4.415 0.930 0.1926
H 4.742 6.808 -1.583 0.2234
H -1.622 -2.044 -3.665 0.5302
H 1.355 1.545 1.801 0.1902
H -1.629 -3.014 0.941 0.1470
S -3.359 -1.414 -0.903 -0.0564
B -1.827 -1.043 -1.984 0.9241
P -5.021 -0.063 -1.293 1.3393
H 2.607 5.562 -2.066 0.1917
H 0.278 -4.518 0.255 0.2328
C 1.488 2.592 1.534 -0.2628
H 1.991 3.101 2.356 0.2023
O -0.103 -4.222 4.184 -0.4818
H 0.364 -0.965 -0.938 0.2098
H 4.029 6.203 -0.083 0.2268
H 1.966 -4.176 4.328 0.1948
H 5.394 5.357 -0.794 0.2148
H -6.794 -0.534 -2.466 0.5301
H 0.343 0.700 -0.336 0.2270
C 1.092 -3.728 4.798 -0.2597
H -1.605 1.161 -1.510 0.2422
O 2.297 2.639 0.359 -0.5027
C 0.296 0.090 -1.240 -0.5788
C 4.481 5.907 -1.029 -0.6408
C -0.758 -4.832 0.133 -0.6455
C -1.671 -4.098 1.097 -0.0590
H -1.056 -4.641 -0.900 0.2147
C -0.274 -3.814 2.933 0.9822
O -1.369 -4.410 2.452 -0.4880
H -0.796 -5.905 0.322 0.2277
H -4.972 1.783 -2.515 0.5241
H -0.851 0.637 -3.050 0.2658
H 1.126 0.330 -1.906 0.2449
C -1.078 0.343 -2.016 -0.8232
C 3.538 5.040 -1.841 -0.0717
H 1.062 -4.024 5.843 0.2055
H 0.508 3.035 1.358 0.1905
H 1.144 -2.642 4.742 0.1955
O -1.340 -2.099 -2.750 -0.9004
H -2.948 -1.050 0.361 0.2531
O -4.428 1.398 -1.818 -0.9671
O 1.865 4.850 0.242 -0.6380
O -5.880 -0.829 -2.487 -0.9714
C 2.417 3.865 -0.158 0.9790
O 0.427 -3.046 2.333 -0.6544

---

# 4
23
Properties=species:S:1:pos:R:3:mulliken_spin:R:1 method="wB97M-V/def2-TZVPD" e_homo_ev="-4.84 / -8.71" e_lumo_ev="0.79 / -1.55" multiplicity=3 s2=2.025 gap_ha="0.2069 / 0.2634"
C 2.036 1.100 -0.008 0.6438
H -2.959 1.166 -1.517 -0.0103
H -2.005 -0.444 -1.916 -0.0027
C -0.218 2.394 0.009 0.0939
O -3.422 -0.599 -0.599 0.0009
H 2.985 -0.152 -1.262 0.1046
H -3.891 -1.222 1.176 0.0011
N -0.135 0.084 -0.031 0.3025
C -3.221 -0.668 0.716 -0.0035
C 0.386 -1.203 -0.011 -0.0521
C -2.176 0.001 1.189 0.0490
H 2.011 -2.408 0.151 0.0213
C 1.694 -1.451 0.138 0.2662
H 2.817 1.824 -0.068 0.0297
C -2.387 0.221 -1.208 0.0799
H 0.210 3.332 0.007 0.0189
C 2.639 -0.300 -0.153 -0.1106
N -1.430 2.025 0.038 0.3094
H -0.452 -2.027 -0.025 -0.0035
C 0.697 1.222 0.053 0.3291
C -1.489 0.612 -0.014 -0.1083
H 3.483 -0.476 0.523 0.0347
H -1.729 0.022 2.183 0.0059

---

# 5
52
Properties=species:S:1:pos:R:3:nbo_charge:R:1 method="wB97M-V/def2-TZVPD" e_homo_ev=-12.99 e_lumo_ev=-6.89 relative_energy_kj_mol=225.2 total_charge=+1 multiplicity=1 gap_ha=0.2242
H 0.626 4.894 -1.583 0.1984
H 4.423 0.679 2.342 0.3623
C -0.852 -5.508 -1.208 0.9646
C -4.021 2.727 0.611 -0.1296
O 1.034 2.396 -4.504 -0.5448
H 0.354 -4.480 -3.509 0.2078
O -1.282 -5.156 -2.445 -0.4730
O -0.657 3.656 -3.708 -0.4759
C 2.081 -2.967 2.623 0.4422
H 0.271 -7.466 -2.781 0.1618
O 2.224 -1.780 1.852 -0.5555
H -5.683 1.364 0.183 0.1602
F -6.222 2.821 1.452 -0.3193
H 3.566 2.871 1.623 0.2746
H -1.781 3.055 -2.093 0.1738
H 3.541 -4.210 1.609 0.2161
H 3.615 3.282 3.393 0.2802
F 2.944 -2.915 3.667 -0.3200
C -0.206 -5.404 -3.348 -0.1332
H 1.988 0.472 1.886 0.3006
H 1.057 -3.041 2.997 0.1724
C 1.981 -2.144 0.558 0.9658
H -3.871 3.624 1.216 0.2026
S 2.024 1.379 2.960 0.3391
C 3.511 2.448 2.655 -0.3560
O 2.027 -3.483 0.401 -0.4493
F 1.917 -6.322 -2.883 -0.3231
C 0.513 2.968 -3.607 0.9604
C 2.462 -4.039 1.646 -0.1360
O -5.804 3.205 -0.728 -0.4756
N 4.704 1.564 2.787 -0.7181
F 0.217 3.817 3.713 -0.4034
F -1.753 5.047 -2.314 -0.3204
C -1.104 3.860 -2.379 0.4365
S 0.194 2.443 2.856 2.1144
O 1.753 -1.366 -0.309 -0.5510
C -4.659 3.327 -1.452 0.9614
O -0.843 1.541 3.414 -0.7816
O 1.009 3.011 -2.337 -0.4969
O -0.117 2.720 1.442 -0.8134
C 0.594 -6.436 -2.610 0.4417
H 0.049 3.556 -0.572 0.2016
C 0.175 3.899 -1.597 -0.1372
O 0.378 -6.091 -1.252 -0.4956
H 1.963 -4.985 1.850 0.2365
C -5.474 2.415 0.399 0.4419
O -4.612 3.689 -2.578 -0.5318
H -0.572 -5.766 -4.307 0.2167
H 4.809 1.322 3.780 0.3801
H -3.478 1.900 1.068 0.2016
O -3.566 2.968 -0.719 -0.5080
O -1.471 -5.333 -0.209 -0.5669

---

# 6
32
Properties=species:S:1:pos:R:3:nbo_charge:R:1 method="wB97M-V/def2-TZVPD" e_homo_ev=-11.69 e_lumo_ev=-3.16 relative_energy_kj_mol=394.7 total_charge=+1 multiplicity=1 gap_ha=0.3133
N 2.086 -0.167 -0.961 -0.6169
H 3.288 -1.058 -2.223 0.2250
C -0.004 -0.279 2.196 -0.2349
H 0.788 0.591 4.114 0.2302
H 1.950 -0.431 1.502 0.4289
H 1.683 -0.631 -2.964 0.2103
H 0.790 -2.441 0.550 0.2203
H -0.410 -1.995 -0.661 0.2580
H 2.396 -2.965 -1.054 0.2313
H 1.081 -2.958 -2.245 0.2453
C -2.950 2.430 -1.113 0.0585
C 1.036 -0.478 -0.149 0.4673
H 0.038 -1.311 2.589 0.2399
H -2.418 -0.848 -1.375 0.2139
N -1.842 2.819 -0.584 -0.4117
H -4.141 0.762 -1.887 0.2369
C -0.948 0.625 -0.787 -0.1146
H -0.936 -0.157 1.618 0.2560
H -3.670 3.271 -1.199 0.2114
C -2.220 0.184 -1.217 -0.2366
H -0.898 0.554 3.913 0.2663
H 0.007 2.362 0.169 0.1510
N 1.134 0.033 1.242 -0.5429
C -0.004 0.785 3.300 -0.6363
H 0.248 1.726 2.801 0.2202
C 1.563 -2.337 -1.444 -0.4130
C 0.608 -1.856 -0.383 -0.4924
C -0.900 1.914 -0.314 -0.0679
C -3.265 1.064 -1.364 -0.2399
H 2.352 0.782 -1.128 0.4086
H 1.361 1.038 1.147 0.4418
C 2.198 -1.030 -2.089 -0.2143

---

# 7
68
Properties=species:S:1:pos:R:3:nbo_charge:R:1 method="wB97M-V/def2-TZVPD" e_homo_ev=-7.92 e_lumo_ev=0.31 relative_energy_kj_mol=50.4 multiplicity=1 gap_ha=0.3025
N 1.971 0.191 0.196 -0.3841
C -1.257 5.014 -4.327 -0.2311
N -1.943 -2.112 2.985 -0.4641
C 4.160 -0.086 0.474 -0.2919
I 6.025 -0.965 0.720 0.1666
N 4.458 2.216 5.666 -0.7946
O -1.173 1.819 2.452 -1.0052
C 1.138 0.693 5.273 -0.1373
Cd -0.299 0.179 0.283 1.6833
C 2.350 1.051 5.829 -0.2775
H -4.574 2.179 -0.639 0.2235
S -0.774 0.723 3.317 2.3286
C 3.211 1.921 5.149 0.1881
H 2.643 0.667 6.798 0.2090
H -3.673 -4.139 0.935 0.2264
N -1.221 -1.867 0.724 -0.6141
O 1.170 3.632 -0.199 -0.7147
H -4.363 2.369 1.100 0.2245
C -2.098 -2.789 0.350 0.1105
H 0.431 6.337 -4.215 0.2165
N 1.539 2.053 -3.305 -0.5939
C -0.077 3.497 -0.189 0.6404
H -1.952 5.794 -4.612 0.2141
O -1.697 0.373 4.358 -0.9306
H -3.015 5.196 0.071 0.2094
H -0.562 5.620 -0.062 0.2351
C 3.898 1.259 0.302 -0.0640
H -2.115 -3.034 -0.706 0.2034
C -0.973 4.625 -0.103 -0.3761
C -1.688 3.706 -4.182 -0.1824
C 0.968 4.322 -3.759 -0.2561
H 4.566 2.103 0.283 0.2299
C 2.815 2.437 3.911 -0.2853
H 1.258 2.515 2.430 0.2291
H -2.728 3.459 -4.352 0.2146
H -4.782 3.790 0.106 0.2008
H 2.678 -1.764 0.484 0.2288
C 2.915 -0.717 0.401 -0.0628
C 0.770 1.198 4.036 -0.4057
H 4.921 3.032 5.306 0.3815
C 0.537 3.004 -3.615 0.2340
C -2.804 -3.028 2.579 0.1161
C -1.959 2.057 -0.175 0.7872
C -0.803 2.697 -3.830 -0.2712
H -1.147 1.683 -3.727 0.2548
H 3.522 0.562 -3.329 0.3866
H 0.449 0.038 5.792 0.2410
C 0.078 5.320 -4.110 -0.1956
C 1.495 0.749 -2.963 0.3261
O -2.423 0.898 -0.209 -0.7435
H 2.010 4.566 -3.579 0.2071
H -3.398 -3.486 3.364 0.1956
H 2.706 -0.837 -2.763 0.4210
H 3.464 3.131 3.391 0.2059
C -4.224 2.857 0.135 -0.3967
S 0.142 -0.189 -2.666 -0.3006
C -2.947 -3.405 1.250 -0.3619
C -2.295 4.394 -0.025 0.1016
N -0.630 2.264 -0.266 -0.7744
C -1.204 -1.511 2.045 0.5539
N 2.718 0.162 -2.872 -0.7925
N -0.339 -0.501 2.328 -1.0712
C 1.598 2.083 3.363 -0.1015
H 2.010 2.275 -0.031 0.4658
H 2.464 2.457 -3.312 0.3906
N -2.811 3.135 -0.073 -0.4145
N 2.576 1.382 0.138 -0.3388
H 4.590 2.058 6.650 0.3822

---

# 8
11
Properties=species:S:1:pos:R:3:mulliken_spin:R:1 method="wB97M-V/def2-TZVPD" e_homo_ev="1.34 / -1.82" e_lumo_ev="2.56 / 2.55" relative_energy_kj_mol=174.5 total_charge=-1 multiplicity=2 s2=0.753 gap_ha="0.0446 / 0.1606"
N 1.323 2.299 3.753 0.0003
H 0.303 2.309 3.754 -0.0003
C -1.075 -2.547 -3.131 0.5324
H 1.067 3.319 5.537 -0.0001
H -1.526 -3.453 -2.758 0.0046
H -0.335 -2.036 -2.520 -0.0175
C -1.399 -1.968 -4.396 0.4066
H 2.774 3.095 4.949 -0.0003
H -0.580 -1.611 -5.017 0.0811
H -2.262 -2.326 -4.956 -0.0074
C 1.710 2.918 4.784 0.0007

---

# 9
14
Properties=species:S:1:pos:R:3:mulliken_spin:R:1 method="wB97M-V/def2-TZVPD" e_homo_ev="-12.11 / -12.11" e_lumo_ev="-6.25 / -8.99" relative_energy_kj_mol=477.4 total_charge=+1 multiplicity=2 s2=0.753 gap_ha="0.2151 / 0.1145"
N -0.591 3.616 0.448 0.0000
H -0.958 -2.958 1.038 0.0321
H 1.567 -2.229 1.254 0.0463
H 0.282 -0.995 1.540 0.0300
H -0.362 3.517 -1.691 0.0000
C 0.689 -1.705 0.867 0.0254
H 1.108 3.891 -0.702 0.0000
H 0.498 -2.807 -1.865 0.0333
C -0.146 -3.076 -1.008 0.5097
H 1.019 -1.019 -0.054 0.0074
H -0.428 -4.199 -1.012 0.0321
C -0.020 3.732 -0.681 0.0000
H 0.028 3.480 1.199 0.0000
C -0.292 -2.617 0.349 0.2836

---

# 10
132
Properties=species:S:1:pos:R:3:mulliken_charge:R:1 method="wB97M-V/def2-TZVPD" e_homo_ev=-6.57 e_lumo_ev=1.79 total_charge=-1 multiplicity=1 gap_ha=0.3073
H -7.596 1.482 -3.651 0.2498
H 3.710 0.325 -5.989 0.3236
H -1.913 3.313 1.993 -0.1906
H -4.206 -2.858 0.008 0.3177
H -4.808 3.119 0.602 0.4023
O -3.711 -4.581 0.960 -0.5863
H 3.090 2.066 -0.568 0.0403
H -4.692 0.476 1.665 0.2984
C 2.608 2.869 -0.009 -0.2088
H 1.539 -3.275 -1.754 -0.0940
H 3.504 1.408 -7.245 0.3695
H 0.258 0.660 8.214 0.3051
F -0.216 -1.939 -0.384 -0.2232
H 1.206 -4.258 -3.158 0.4107
H 5.041 3.421 3.186 0.2700
C -1.305 -0.135 5.871 -0.7607
C -3.878 3.201 0.038 -0.9794
H 3.432 -1.992 2.996 0.3866
H -4.817 5.621 1.907 0.2609
H 2.945 2.442 2.982 0.1357
C 2.914 0.847 -6.520 -1.5206
H -6.877 1.706 -5.231 0.3286
H 6.386 1.760 4.114 0.2544
C -4.571 0.688 -4.786 -0.9289
H -3.468 6.542 2.660 0.3222
F -0.436 1.712 -0.509 -0.5342
H 0.199 2.098 3.978 0.2814
C -3.304 0.719 -3.894 1.0820
H -2.221 -0.039 5.288 0.3962
C 3.036 -4.853 -2.120 0.5321
C 3.211 -7.610 0.385 -0.7053
O 3.368 3.234 1.176 -0.4680
H 2.171 -1.030 2.181 -0.1416
H 3.993 -4.423 -1.824 0.3325
O 1.964 -1.756 4.105 -0.5926
H -0.827 -3.488 -0.487 0.4019
N -2.187 0.068 -4.573 -0.8457
H -3.397 0.090 -3.010 -0.0153
H -2.333 -0.929 -4.650 0.3454
H 1.547 -6.155 -1.439 0.3787
C 2.008 -3.766 -2.608 -0.9786
O 3.602 2.174 -3.867 -0.5078
H -1.267 1.175 3.790 0.2896
H -7.401 0.142 -4.598 0.3047
N -2.431 -1.307 7.632 -0.7388
C -6.873 1.063 -4.351 -0.8520
H 2.230 -5.101 -0.140 0.0151
O -5.596 0.983 -3.774 -0.2232
H 5.791 3.322 0.793 0.3179
H -3.230 -4.495 -1.719 0.3198
C -3.318 -3.434 0.270 -0.2583
H 5.885 0.576 3.204 0.2598
H 7.135 2.938 1.828 0.4034
H 4.104 -5.190 -3.769 0.2793
H 2.447 0.040 -7.084 0.4111
O -4.645 -0.331 1.152 -0.6541
H -1.255 3.273 -0.459 0.3330
H 1.685 2.988 -3.944 0.3421
C -2.658 -3.829 -1.073 -0.1715
H 2.399 -0.969 4.442 0.3236
H 2.808 3.583 -5.096 0.3574
H 3.114 0.340 -3.634 0.1666
O -1.379 -4.221 -0.769 -0.5848
As -0.336 -0.122 -0.394 1.8649
N -1.814 4.104 -0.597 -0.7868
H -0.886 -1.070 5.499 0.3307
H -4.706 -0.286 -5.256 0.3844
C 2.362 -1.899 2.812 0.3279
H -0.377 -0.636 9.229 0.3582
H 3.980 0.996 -2.186 0.4487
C 2.455 2.657 -4.642 -0.7553
H 3.108 -7.083 1.334 0.2040
H -2.773 -1.228 8.578 0.2629
O 2.379 -4.246 2.725 -0.5642
H 1.383 0.784 -5.127 -0.0254
H 2.349 -8.267 0.275 0.3106
O -0.495 1.021 5.592 -0.4629
H 3.796 -6.378 -2.745 0.3232
H 0.484 2.973 -6.010 0.2818
H -2.088 0.763 7.679 0.2351
H 2.315 1.249 -2.361 -0.0815
C -4.096 5.653 2.723 -0.7809
C -2.404 4.269 1.811 -0.2960
H -3.706 2.646 -2.928 0.2058
H -4.384 3.227 -0.927 0.3304
F -0.350 -0.017 1.428 -0.4745
C -2.946 4.335 0.340 0.3318
H 0.276 0.287 3.681 0.1314
O -3.419 4.392 2.803 -0.3623
H -1.480 0.033 -3.852 0.2808
H -1.633 5.009 2.027 0.4883
F 1.467 -0.032 -0.389 -0.4752
C 3.631 2.274 2.153 -0.1149
C 1.839 -3.148 2.088 -0.4005
H -1.975 2.354 -3.009 0.1784
H -3.446 5.289 0.173 0.3596
H -4.624 5.953 3.629 0.3024
H -3.871 -0.220 0.600 0.3184
C 2.449 -5.715 -1.014 -0.3107
H -4.538 1.269 -5.708 0.4022
H 2.264 -3.180 1.085 -0.0210
H -3.285 -1.279 7.094 0.2427
H 1.966 -4.338 3.587 0.3482
N 5.560 1.429 3.637 -0.6554
C 6.165 2.573 1.491 -1.3439
C -2.924 2.160 -3.510 -1.2506
H 0.421 -0.958 7.675 0.2347
H 0.755 -3.235 2.020 0.2728
H 1.600 2.689 0.364 0.2047
H 6.268 1.619 0.974 0.2897
H 4.054 -8.292 0.506 0.2818
N 1.017 2.304 -6.547 -0.7481
O 3.510 -6.710 -0.702 -0.3846
H -2.519 -2.928 -1.670 0.0010
H -2.935 -4.945 1.391 0.2996
N 3.346 -5.656 -3.289 -0.8858
C -0.243 1.118 4.159 -0.3929
H 2.478 3.741 -0.649 0.3073
C -1.602 -0.170 7.392 0.4595
H 2.530 -2.998 -3.179 0.2943
H 3.421 1.287 1.741 0.0545
F -2.170 -0.110 -0.323 -0.2824
H -2.146 4.158 -1.549 0.2770
C 3.228 1.183 -2.952 -0.3111
H -2.943 2.675 -4.470 0.3422
H -3.367 2.241 0.105 -0.0475
F -0.405 -0.089 -2.225 -0.5831
C 5.111 2.470 2.657 0.2179
C -0.267 -0.295 8.200 -1.1750
H 1.532 2.997 -7.071 0.2906
H -2.764 -2.751 0.914 0.1409
C 1.905 1.602 -5.621 0.9660